Density functional theory data (wB97M-V/def2-TZVPD) for a 2-piece molecular cluster, C31H36N3 overall in a non-equilibrium geometry.

Last column: Löwdin charge in e.
Geometry (Å):
C (4.0979, -1.5939, -4.1653)  -0.04
N (3.7828, -2.3412, -2.9465)  -0.13
C (4.9465, -2.8231, -2.2775)  -0.25
C (5.8872, -1.9155, -1.7653)  -0.03
C (7.0239, -2.3870, -1.1049)  -0.07
C (7.2663, -3.7653, -1.0154)  -0.08
C (6.3682, -4.6734, -1.5967)  -0.07
C (5.2067, -4.2033, -2.2196)  -0.01
C (2.6666, -1.9157, -2.2011)  -0.19
C (1.5798, -2.7895, -1.9578)  0.04
C (0.4251, -2.3399, -1.3363)  0.01
C (0.2733, -0.9723, -0.9304)  -0.18
C (-0.9422, -0.5400, -0.3115)  0.13
C (-1.0574, 0.5091, 0.6498)  -0.17
C (-2.2573, 0.6099, 1.4293)  0.02
C (-2.4805, 1.6665, 2.2978)  0.03
C (-1.5464, 2.7243, 2.4197)  -0.18
N (-1.8275, 3.8521, 3.2176)  -0.14
C (-2.0142, 5.1014, 2.4822)  -0.04
C (-1.2087, 3.9921, 4.4950)  -0.25
C (0.0887, 4.5130, 4.6031)  -0.03
C (0.6917, 4.6306, 5.8589)  -0.07
C (-0.0218, 4.2951, 7.0188)  -0.08
C (-1.3465, 3.8399, 6.9190)  -0.07
C (-1.9311, 3.6739, 5.6601)  -0.01
C (-0.3500, 2.6343, 1.6882)  0.03
C (-0.0574, 1.4962, 0.9516)  0.02
C (1.3780, -0.1073, -1.2180)  0.01
C (2.5600, -0.5861, -1.7587)  0.02
H (3.1769, -1.3057, -4.6788)  0.10
H (4.6900, -0.6938, -3.9455)  0.08
H (4.6857, -2.2514, -4.8162)  0.10
H (5.7050, -0.8435, -1.8875)  0.11
H (7.7181, -1.6681, -0.6640)  0.11
H (8.1600, -4.1318, -0.5060)  0.11
H (6.5632, -5.7491, -1.5666)  0.11
H (4.4804, -4.8744, -2.6852)  0.11
H (1.6800, -3.8277, -2.2806)  0.13
H (-0.3694, -3.0452, -1.0677)  0.12
H (-1.8117, -1.2013, -0.4134)  0.10
H (-2.9538, -0.2340, 1.3915)  0.13
H (-3.3784, 1.7098, 2.9167)  0.13
H (-2.2765, 5.8844, 3.2000)  0.11
H (-1.1121, 5.3921, 1.9250)  0.08
H (-2.8314, 4.9707, 1.7659)  0.09
H (0.6185, 4.7995, 3.6900)  0.11
H (1.7242, 4.9834, 5.9233)  0.11
H (0.4482, 4.3940, 7.9996)  0.11
H (-1.9268, 3.6077, 7.8174)  0.11
H (-2.9564, 3.3155, 5.5346)  0.11
H (0.4006, 3.4297, 1.7537)  0.12
H (0.9859, 1.3349, 0.6989)  0.10
H (1.3373, 0.9512, -0.9680)  0.10
H (3.4219, 0.0850, -1.8242)  0.13
C (-3.6926, -3.8808, -2.6795)  -0.09
C (-3.4121, -2.4402, -2.2071)  -0.31
N (-4.4118, -1.5168, -2.7002)  -0.09
C (-4.8221, -0.2034, -2.2740)  -0.31
C (-6.2072, 0.2357, -2.7670)  -0.09
H (-2.8700, -4.5545, -2.3993)  0.07
H (-4.6146, -4.2540, -2.2074)  0.08
H (-3.8132, -3.9147, -3.7717)  0.08
H (-3.3809, -2.4212, -1.1020)  0.09
H (-2.3914, -2.1518, -2.5081)  0.09
H (-5.1657, -2.0093, -3.1366)  0.09
H (-4.8068, -0.1318, -1.1712)  0.10
H (-4.0979, 0.5572, -2.6105)  0.10
H (-6.3913, 1.2856, -2.5168)  0.07
H (-6.3019, 0.1358, -3.8510)  0.08
H (-7.0014, -0.3529, -2.2970)  0.07

**Orbital gap**: 4.95 eV
**ΔE to the lowest compared entry with this formula, charge and spin**: 402.9 kJ/mol
**Net charge**: +1
**HOMO**: -10.5 eV